Record 1
# C44H44Br2O18S2

A 9-piece molecular cluster, C44H44Br2O18S2 overall (the ωB97M-V functional and the def2-TZVPD basis, the Open Molecules 2025 dataset).

The HOMO energy is -10.04 eV. As for the net charge: 0. As for the largest force on an atom: 2.01 eV Å⁻¹. For the gap between HOMO and LUMO, the calculation gives 8.40 eV. Its LUMO energy is -1.636 eV. The value obtained for the total energy is -244943.710 eV. For the energy above the lowest of the compared OMol25 structures with the same formula, charge and spin, the calculation gives 0.000 eV. The molar mass comes out at 1084.760 Da. Its multiplicity is 1.

```
110
C44H44Br2O18S2 (the ωB97M-V functional and the def2-TZVPD basis)
Br 7.22469 -2.60069 -5.91446
C 6.07475 -1.38356 -4.89268
C 4.81205 -2.11213 -4.58029
Br 3.72966 -1.29606 -3.20459
H 5.93021 -0.52805 -5.55094
H 6.65292 -1.02098 -4.05083
H 5.07873 -3.09219 -4.17399
H 4.16928 -2.41866 -5.40104
O -0.14395 2.50063 3.86945
S -0.14526 1.09222 4.12154
O 0.45928 0.17690 3.19944
O 0.42244 0.82980 5.57491
C 1.45280 1.72699 6.07134
C 2.78153 1.46703 5.38935
C -1.79182 0.51317 4.35759
H 1.55340 1.44471 7.11941
H 1.08516 2.74761 6.00777
H 3.58952 2.03885 5.83657
H 2.71203 1.71684 4.32442
H 2.99518 0.39784 5.39097
H -2.27037 1.21452 5.03981
H -1.75879 -0.46861 4.82295
H -2.27917 0.45259 3.38975
O -1.22390 -2.13390 -0.60183
S -1.80750 -0.90904 -0.15918
O -2.10554 -0.71036 1.22615
O -0.88026 0.28319 -0.64673
C 0.28991 0.64905 0.10035
C 1.51121 0.78605 -0.79488
C -3.21340 -0.53315 -1.15793
H 0.55584 -0.05381 0.88913
H 0.12027 1.59674 0.61994
H 1.38877 1.57707 -1.53101
H 1.87664 -0.17653 -1.13952
H 2.27512 1.13645 -0.09377
H -3.73225 -1.49406 -1.20316
H -2.86640 -0.31181 -2.16383
H -3.82474 0.22743 -0.69099
C -8.03189 2.53922 -1.92059
C -8.48010 3.77469 -1.84509
C -7.53077 4.91305 -1.75157
O -7.88682 6.06176 -1.66033
C -6.08786 4.54952 -1.77938
C -5.64941 3.28923 -1.75246
C -6.60462 2.15494 -1.71677
O -6.30957 1.00085 -1.53533
H -8.70653 1.69355 -2.00828
H -9.53992 3.97498 -1.93815
H -5.35161 5.34337 -1.82897
H -4.57719 3.17899 -1.64243
C 3.86454 3.35646 -0.33719
C 4.69500 3.48647 0.69820
C 6.16788 3.46301 0.52276
O 6.91901 3.77928 1.42398
C 6.63855 3.01112 -0.80307
C 5.81157 2.85476 -1.83290
C 4.33976 3.00414 -1.69165
O 3.59752 2.78262 -2.62215
H 2.80683 3.44798 -0.12399
H 4.24445 3.76901 1.64155
H 7.70307 2.88590 -0.96168
H 6.27481 2.66363 -2.79260
C 3.84963 -2.84956 2.02818
C 3.75447 -1.59532 1.62465
C 4.57414 -1.03700 0.52062
O 4.48536 0.08359 0.07855
C 5.70716 -1.93112 0.11159
C 5.80137 -3.19791 0.48902
C 4.81954 -3.80197 1.41416
O 4.76707 -4.98539 1.64782
H 3.26477 -3.21837 2.86098
H 3.04746 -0.93048 2.11681
H 6.35552 -1.53673 -0.66322
H 6.61962 -3.77412 0.07347
C -2.94355 2.73763 0.79590
C -2.28958 3.08526 -0.30492
C -1.27431 4.18211 -0.32378
O -0.75011 4.56913 -1.33670
C -1.05368 4.81625 1.00909
C -1.79006 4.52963 2.08674
C -2.91354 3.56842 2.01848
O -3.66957 3.37405 2.94910
H -3.42226 1.76526 0.82017
H -2.19186 2.38890 -1.13340
H -0.25932 5.54689 1.12052
H -1.55913 5.03262 3.01568
C 0.43219 -3.55985 -2.97469
C -0.62364 -3.12846 -3.64833
C -0.74948 -3.31321 -5.12719
O -1.69744 -2.89594 -5.74363
C 0.32531 -4.13005 -5.75431
C 1.43473 -4.45456 -5.10741
C 1.58911 -4.19740 -3.64649
O 2.61620 -4.46827 -3.06106
H 0.55863 -3.31194 -1.92638
H -1.52119 -2.73587 -3.18609
H 0.26418 -4.36506 -6.81205
H 2.20394 -5.02654 -5.61293
C -5.83078 -4.67832 3.28182
C -5.88064 -3.79253 2.29263
C -4.83873 -3.72535 1.24816
O -4.98696 -3.11120 0.21433
C -3.58782 -4.47922 1.52130
C -3.51972 -5.35505 2.51040
C -4.67746 -5.61579 3.42299
O -4.66697 -6.50610 4.23795
H -6.69606 -4.83524 3.91588
H -6.72253 -3.12468 2.14412
H -2.68060 -4.30971 0.95134
H -2.67814 -6.01203 2.69910
```

Here are the Mulliken charges for atoms 1 to 4, given in e: atom 1 (Br): -0.180, atom 2 (C): -0.494, atom 3 (C): -0.740, atom 4 (Br): 0.033

Record 2
# C44H44N4O10S2Se2Ta

C44H44N4O10S2Se2Ta as an isolated structure (the ωB97M-V functional and the def2-TZVPD basis, the Open Molecules 2025 dataset).

The HOMO energy is -4.77 eV. As for the net charge: -1. As for the largest force on an atom: 0.41 eV Å⁻¹. For the gap between HOMO and LUMO, the calculation gives 6.35 eV. Its LUMO energy is 1.582 eV. The value obtained for the total energy is -226696.625 eV. For the energy above the lowest of the compared OMol25 structures with the same formula, charge and spin, the calculation gives 0.203 eV. The molar mass comes out at 1191.856 Da. Its multiplicity is 1.

```
107
C44H44N4O10S2Se2Ta (the ωB97M-V functional and the def2-TZVPD basis)
Ta -0.17795 -0.37352 -0.06391
O -2.74436 0.72420 -3.59232
C -3.15852 -0.56393 -4.01671
C -3.33979 -1.61171 -2.89167
C -4.38058 -2.62364 -3.39905
O -5.67156 -2.07943 -3.63697
C -2.04922 -2.41347 -2.67180
Se -0.47732 -1.25432 -2.48874
C -3.86072 -0.94990 -1.59541
Se -2.83482 -1.17546 0.05273
H -1.91068 0.63898 -3.10786
H -2.45792 -0.97645 -4.75506
H -4.11933 -0.42230 -4.51632
H -4.43943 -3.45733 -2.68687
H -4.05484 -3.02797 -4.36126
H -5.93980 -1.60005 -2.84522
H -1.85139 -3.03587 -3.54934
H -2.14279 -3.05588 -1.79721
H -4.80849 -1.40788 -1.29147
H -4.04772 0.11007 -1.75549
C 2.16035 5.66967 2.56150
O 1.17677 5.21746 3.47590
C 0.64243 3.99334 3.25395
C -0.33360 3.59410 4.20523
C -0.93724 2.38522 4.05889
C -0.62668 1.52009 2.97876
C -1.18465 0.22725 2.86482
C -2.06798 -0.37258 3.91927
O -0.95852 -0.51663 1.87459
C 0.35652 1.92550 2.03110
O 0.73025 1.20207 1.04799
C 0.98509 3.18803 2.20111
H 2.46596 6.65247 2.90989
H 1.75294 5.74861 1.55089
H 3.02239 4.99779 2.55130
H -0.57111 4.26362 5.01919
H -1.67644 2.07804 4.78621
H -2.77585 0.35160 4.31812
H -1.45026 -0.74317 4.74091
H -2.62035 -1.19949 3.47840
H 1.70953 3.47123 1.45275
C 7.07700 2.03331 3.05121
C 5.94389 1.11194 2.69068
C 5.99974 -0.24567 2.98404
C 4.96256 -1.09744 2.62970
C 3.84613 -0.58490 1.98994
C 3.77097 0.76685 1.68396
C 4.81783 1.60190 2.03298
S 2.49370 -1.68472 1.61014
O 1.50942 -1.54032 2.65950
O 3.10240 -2.98752 1.45239
N 1.86164 -1.13895 0.25443
C 2.77983 -0.97871 -0.86548
C 2.33770 0.25543 -1.64062
O 3.08664 0.84199 -2.39144
O 1.10003 0.59936 -1.40669
H 7.84596 1.50936 3.61815
H 6.72432 2.87219 3.65381
H 7.54303 2.44858 2.15545
H 6.87248 -0.64668 3.48674
H 5.01451 -2.15799 2.83485
H 2.90071 1.14914 1.16564
H 4.76411 2.65489 1.77831
H 2.75386 -1.84100 -1.54285
H 3.81572 -0.84154 -0.54988
C -2.17937 7.89296 -3.25794
C -3.52606 8.50618 -2.98655
O -3.82992 9.62066 -3.33256
S -4.74067 7.56816 -2.08751
C -3.91373 6.04708 -1.70398
C -3.24100 5.89865 -0.49491
C -2.59514 4.71305 -0.19865
C -2.60765 3.64821 -1.10674
C -3.30609 3.79481 -2.31324
C -3.95369 4.98274 -2.60074
C -1.93302 2.42973 -0.80493
C -1.35389 1.39524 -0.53884
H -1.58377 8.61898 -3.80499
H -2.28747 6.97626 -3.83777
H -1.68596 7.61621 -2.32585
H -3.22836 6.71993 0.21116
H -2.06904 4.59387 0.74079
H -3.35860 2.95124 -2.99342
H -4.50622 5.08728 -3.52642
C 0.63075 -4.99287 -0.07706
C 0.41717 -3.66068 -0.36091
N -0.21237 -2.82873 0.47705
C -0.63838 -3.31990 1.63606
C -0.42714 -4.63697 2.03365
C 0.23285 -5.48179 1.15322
C -0.74216 -5.10591 3.39407
C -1.78288 -4.85311 4.19068
C -3.01458 -4.10691 3.89326
C -3.76919 -3.57028 4.93612
C -4.92715 -2.89973 4.59551
N -5.32941 -2.75849 3.33498
C -4.53920 -3.30773 2.41579
N -3.41620 -3.98151 2.62769
H 1.14686 -5.61351 -0.79555
H 0.76662 -3.22428 -1.28671
H -1.12544 -2.62507 2.29898
H 0.43772 -6.50794 1.43478
H 0.03067 -5.74162 3.81764
H -1.73817 -5.25214 5.19878
H -3.45678 -3.67209 5.96658
H -5.55832 -2.45644 5.35901
H -4.83881 -3.19394 1.38129
```

Here are the Mulliken charges for atoms 1 to 4, given in e: atom 1 (Ta): 0.440, atom 2 (O): -0.423, atom 3 (C): -1.289, atom 4 (C): 2.235